No. 1
{"formula": "C4H7O6S2", "method": "wB97M-V/def2-TZVPD", "lumo_ha": 0.1288, "charge": -1, "gap_ev": 8.6459, "homo_energy_ev": -5.14, "symbols": ["C", "C", "C", "C", "O", "O", "O", "O", "O", "O", "S", "S", "H", "H", "H", "H", "H", "H", "H"], "coordinates": [[2.09, 0.40, -0.61], [-0.79, -0.92, 0.51], [1.42, 0.51, -1.93], [-2.06, -1.14, 1.37], [1.90, 2.81, 0.26], [-0.06, 1.56, 0.88], [1.95, -2.37, -0.55], [2.77, -1.09, 1.33], [-0.79, -0.61, -0.63], [0.25, -1.29, 1.24], [1.37, 1.50, 0.55], [1.90, -1.14, 0.22], [2.17, 0.93, 1.70], [2.26, 0.46, -2.59], [1.13, 1.53, -1.85], [0.60, -0.17, -2.15], [-2.18, -2.15, 1.66], [-2.95, -0.63, 1.08], [-1.59, -0.49, 2.15]]}

No. 2
{"formula": "C4H5NOS", "method": "wB97M-V/def2-TZVPD", "lumo_ha": 0.0137, "gap_ev": 8.8420, "homo_energy_ev": -8.47, "symbols": ["S", "C", "N", "O", "C", "C", "C", "H", "H", "H", "H", "H"], "coordinates": [[-2.95, 0.00, -0.06], [-1.33, 0.27, -0.02], [-0.62, 1.42, 0.36], [0.67, 1.45, -0.20], [1.05, 0.09, -0.51], [0.94, -0.87, 0.64], [-0.26, -0.72, -0.35], [-1.14, 2.32, 0.33], [1.74, 0.00, -1.35], [0.90, -0.47, 1.63], [1.44, -1.83, 0.46], [-0.44, -1.65, -0.94]]}

No. 3
{"formula": "C6H4", "method": "wB97M-V/def2-TZVPD", "lumo_ha": [0.0172, -0.1023], "gap_ev": [6.8047, 6.6888], "spin_multiplicity": 3, "homo_energy_ev": [-6.34, -9.47], "s2": 2.04, "symbols": ["C", "C", "C", "C", "C", "C", "H", "H", "H", "H"], "coordinates": [[-1.33, 0.52, 0.16], [-1.18, 1.78, 0.05], [-1.47, -0.84, 0.12], [-0.16, -1.14, -0.11], [0.30, 0.28, 0.01], [1.57, 0.85, 0.12], [-2.39, -1.44, 0.11], [0.55, -1.97, -0.26], [2.32, 0.10, -0.30], [1.78, 1.88, 0.11]]}

Short version: largest force on an atom = 0.069, 0.042, 0.159 Eh/bohr, in the order given.
Short version: energy = -38215.318, -18598.825, -6276.768 eV, in the order given.
Short version: energy above the lowest of the compared OMol25 structures with the same formula, charge and spin = 2.717, 3.094, 1.587 eV, in the order given.